No. 1
The following is a quantum chemistry calculation of a structure of composition C11H31N9O9Pb, from the Open Molecules 2025 dataset.

Its LUMO energy is 0.36 eV.

Each line ends with the natural charge from an NBO analysis.
Element x y z (Å)
Pb1 11.742 31.610 5.348  1.539
C1 11.695 29.789 2.950  0.942
O1 10.723 30.121 3.574  -0.916
O2 12.799 30.088 3.547  -0.970
O3 11.700 29.200 1.840  -0.811
C2 12.439 34.476 0.779  -0.244
O4 13.158 34.477 1.974  -0.565
C3 13.861 33.198 2.142  -0.083
C4 14.552 33.114 3.578  -0.234
N1 13.528 33.389 4.593  -0.658
C5 14.238 33.784 5.872  -0.242
C6 13.265 34.225 6.958  -0.064
O5 12.155 33.334 7.047  -0.573
C7 11.416 33.464 8.262  -0.249
H1 12.964 34.126 -0.110  0.169
H2 12.069 35.486 0.602  0.179
H3 11.568 33.835 0.911  0.172
H4 14.629 33.182 1.368  0.172
H5 13.221 32.318 2.068  0.222
H6 15.323 33.884 3.573  0.160
H7 15.036 32.170 3.831  0.223
H8 13.051 34.207 4.240  0.391
H9 14.980 34.566 5.711  0.186
H10 14.801 32.986 6.357  0.209
H11 12.959 35.255 6.778  0.171
H12 13.907 34.179 7.837  0.176
H13 12.016 33.458 9.172  0.173
H14 10.825 32.554 8.375  0.211
H15 10.718 34.300 8.298  0.174
C8 9.722 33.521 3.219  0.772
O6 10.416 33.492 4.235  -0.726
N2 9.473 32.479 2.440  -0.834
N3 9.105 34.554 2.788  -0.810
H16 9.833 31.598 2.778  0.456
H17 8.825 32.561 1.670  0.378
H18 8.544 34.541 1.948  0.391
H19 9.283 35.410 3.294  0.401
C9 10.670 28.466 6.588  0.782
O7 11.213 29.512 6.682  -0.662
N4 9.815 28.111 5.648  -0.864
N5 10.788 27.501 7.519  -0.844
H20 9.503 27.151 5.612  0.385
H21 9.973 28.660 4.815  0.462
H22 11.422 27.668 8.287  0.408
H23 10.214 26.676 7.424  0.382
C10 15.001 30.276 6.217  0.760
O8 13.925 30.683 6.546  -0.701
N6 15.975 30.055 7.005  -0.812
N7 15.303 29.997 4.965  -0.844
H24 15.855 30.264 7.986  0.402
H25 16.818 29.617 6.661  0.387
H26 14.566 30.068 4.278  0.473
H27 16.254 29.715 4.774  0.368
C11 8.368 31.587 6.821  0.772
O9 9.470 31.983 6.372  -0.724
N8 7.474 32.394 7.266  -0.810
N9 7.934 30.356 6.800  -0.815
H28 6.537 32.064 7.447  0.387
H29 7.760 33.361 7.324  0.414
H30 7.076 30.190 7.307  0.376
H31 8.582 29.630 6.531  0.431

Forces on atoms 1 to 2 (eV/Å):
Pb 0.3 -1.9 -1.7
C 5.3 -2.4 -4.0

---

No. 2
The following is a quantum chemistry calculation of a structure of composition C11H31O5S4Sn, from the Open Molecules 2025 dataset.

The total charge is +1. Its LUMO energy is -4.01 eV.

Each line ends with the natural charge from an NBO analysis.
Element x y z (Å)
Sn1 -0.320 1.499 0.320  1.609
C1 4.424 3.210 -0.431  -0.619
C2 2.956 2.894 -0.750  0.093
C3 2.913 1.483 -1.342  -0.611
O1 2.086 3.107 0.308  -0.920
H1 4.499 4.278 -0.231  0.217
H2 5.032 2.992 -1.312  0.204
H3 4.799 2.605 0.397  0.188
H4 2.692 3.627 -1.531  0.128
H5 3.404 1.436 -2.318  0.210
H6 1.888 1.123 -1.463  0.177
H7 3.456 0.778 -0.705  0.182
C4 -3.372 -2.413 -2.105  -0.831
S1 -2.078 -1.995 -0.935  1.263
O2 -2.160 -0.507 -0.750  -1.020
C5 -2.749 -2.809 0.531  -0.828
H8 -3.624 -3.472 -2.155  0.249
H9 -3.121 -2.011 -3.081  0.256
H10 -4.281 -1.963 -1.698  0.227
H11 -2.028 -2.692 1.338  0.244
H12 -2.772 -3.871 0.276  0.240
H13 -3.746 -2.469 0.804  0.238
C6 3.068 -2.136 -1.494  -0.841
S2 1.752 -2.030 -0.273  1.272
O3 0.872 -0.856 -0.617  -1.048
C7 0.849 -3.512 -0.818  -0.809
H14 2.751 -2.391 -2.503  0.239
H15 3.838 -2.792 -1.085  0.247
H16 3.594 -1.182 -1.548  0.262
H17 0.095 -3.647 -0.046  0.223
H18 1.480 -4.400 -0.822  0.245
H19 0.445 -3.303 -1.805  0.239
C8 -4.967 0.634 0.048  -0.833
S3 -4.335 2.252 -0.460  1.260
O4 -2.913 2.044 -0.876  -1.018
C9 -5.393 2.409 -1.935  -0.825
H20 -4.477 0.274 0.951  0.238
H21 -4.705 0.030 -0.818  0.231
H22 -6.033 0.536 0.255  0.247
H23 -5.027 3.222 -2.560  0.256
H24 -6.426 2.494 -1.606  0.245
H25 -5.339 1.561 -2.623  0.232
C10 1.872 -0.449 4.527  -0.801
S4 2.596 0.037 2.930  1.259
O5 1.362 0.008 2.065  -1.060
C11 2.950 1.747 3.350  -0.851
H26 1.456 -1.448 4.400  0.238
H27 1.031 0.234 4.634  0.232
H28 2.569 -0.465 5.362  0.243
H29 2.238 2.193 4.041  0.233
H30 2.949 2.274 2.389  0.301
H31 3.952 1.833 3.771  0.247

Forces on atoms 1 to 2 (eV/Å):
Sn 2.3 -0.4 -0.2
C -0.4 0.2 0.0

---

No. 3
The following is a quantum chemistry calculation of a cluster of 6 separate species, C11H31O8 in total, from the Open Molecules 2025 dataset.

The total charge is -1. Its LUMO energy is 3.25 eV. As for the energy above the lowest of the compared OMol25 structures with the same formula, charge and spin: 75.7 kJ/mol.

Each line ends with the natural charge from an NBO analysis.
Element x y z (Å)
O1 1.795 0.761 -1.532  -0.703
C1 0.738 0.203 -0.894  0.974
O2 0.833 0.232 0.333  -0.843
O3 -0.143 -0.358 -1.527  -0.815
H1 1.453 0.771 -2.414  0.472
C2 1.855 0.634 4.209  -0.641
C3 3.098 0.375 3.259  -0.034
O4 2.853 0.908 2.006  -0.755
H2 2.062 0.309 5.191  0.192
H3 0.972 0.237 3.724  0.214
H4 1.839 1.687 4.177  0.202
H5 3.344 -0.704 3.143  0.143
H6 3.975 0.810 3.734  0.149
H7 2.056 0.584 1.609  0.509
C4 -0.723 -4.355 0.683  -0.625
C5 -0.779 -2.835 0.592  -0.066
O5 0.397 -2.356 1.114  -0.756
H8 -0.003 -4.778 -0.059  0.196
H9 -1.718 -4.826 0.496  0.193
H10 -0.327 -4.728 1.636  0.205
H11 -1.593 -2.416 1.296  0.134
H12 -0.931 -2.485 -0.425  0.182
H13 0.382 -1.444 0.796  0.503
C6 1.089 3.934 2.742  -0.633
C7 1.347 3.929 1.233  -0.052
O6 0.461 3.104 0.536  -0.741
H14 0.742 2.977 3.095  0.214
H15 0.266 4.662 2.930  0.191
H16 2.014 4.238 3.289  0.196
H17 2.405 3.679 1.057  0.156
H18 1.269 4.900 0.831  0.154
H19 0.575 2.179 0.791  0.498
C8 0.834 -3.194 -4.463  -0.639
C9 -0.566 -2.713 -4.433  -0.057
O7 -0.785 -1.277 -4.513  -0.752
H20 1.339 -2.633 -3.685  0.220
H21 1.253 -2.849 -5.423  0.199
H22 0.920 -4.270 -4.290  0.209
H23 -1.053 -3.054 -3.491  0.159
H24 -1.133 -3.190 -5.232  0.152
H25 -0.738 -0.954 -3.593  0.504
C10 -4.400 2.134 -1.008  -0.624
C11 -2.991 1.503 -1.155  -0.061
O8 -3.012 0.305 -0.344  -0.755
H26 -4.442 3.104 -1.485  0.197
H27 -4.599 2.375 0.032  0.205
H28 -5.159 1.445 -1.372  0.202
H29 -2.238 2.189 -0.701  0.172
H30 -2.680 1.342 -2.182  0.165
H31 -2.154 -0.090 -0.311  0.494

Forces on atoms 1 to 2 (eV/Å):
O 0.0 0.4 -0.2
C 1.1 -0.4 0.8

---

No. 4
The following is a quantum chemistry calculation of a cluster of 6 separate species, C11H32BrO5 in total, from the Open Molecules 2025 dataset.

The total charge is -2. Its LUMO energy (alpha / beta) is 5.15 / 5.09 eV. The multiplicity is 2. As for the expectation value of S²: 0.75.

Each line ends with the Mulliken spin population.
Element x y z (Å)
Br1 -0.813 0.529 -0.907  -0.018
C1 2.258 1.047 2.155  0.774
C2 1.500 -0.256 2.365  -2.045
C3 2.014 -1.092 3.631  2.806
O1 0.157 0.140 2.561  0.031
H1 2.349 1.699 3.023  -0.235
H2 1.832 1.731 1.421  0.238
H3 3.257 0.712 1.875  0.041
H4 1.475 -0.859 1.457  -0.034
H5 1.215 -1.786 3.891  -0.207
H6 2.009 -0.383 4.459  -0.382
H7 3.042 -1.443 3.546  -0.546
H8 -0.273 0.287 1.715  0.088
C4 4.142 -0.048 -1.163  0.391
C5 3.219 -0.101 -2.392  -0.241
C6 2.311 -1.391 -2.423  0.292
O2 2.365 0.967 -2.358  0.012
H9 4.752 0.837 -1.343  -0.040
H10 4.759 -0.942 -1.065  -0.247
H11 3.642 0.238 -0.237  0.229
H12 3.681 0.036 -3.369  -0.178
H13 2.895 -2.233 -2.794  -0.090
H14 1.434 -1.279 -3.061  0.057
H15 2.010 -1.580 -1.393  -0.058
H16 1.908 0.884 -1.518  -0.014
C7 -4.657 2.819 0.060  0.036
C8 -3.350 3.711 0.423  -0.008
C9 -2.751 3.202 1.762  0.046
O3 -2.300 3.522 -0.479  0.001
H17 -5.411 2.915 0.841  -0.015
H18 -4.407 1.760 -0.007  0.000
H19 -5.066 3.178 -0.885  0.006
H20 -3.582 4.773 0.501  -0.021
H21 -2.133 2.307 1.688  0.005
H22 -3.453 3.180 2.596  -0.027
H23 -1.962 3.857 2.132  0.001
H24 -2.029 2.612 -0.342  -0.008
C10 -1.048 -3.548 0.777  1.214
O4 -1.053 -2.786 -0.430  -0.586
H25 -0.352 -3.044 1.448  0.038
H26 -2.089 -3.648 1.087  -0.057
H27 -0.760 -4.588 0.622  -0.278
H28 -1.104 -1.844 -0.249  0.052
C11 -1.486 -2.547 -3.578  -0.055
O5 -2.395 -1.674 -2.918  -0.030
H29 -0.493 -2.410 -3.150  0.090
H30 -1.835 -3.548 -3.324  -0.019
H31 -1.360 -2.290 -4.630  -0.015
H32 -2.064 -1.620 -2.019  0.005

Forces on atoms 1 to 2 (eV/Å):
Br 0.0 -0.1 0.5
C 1.2 -0.4 -0.1

---

no.,molar mass (g mol⁻¹),strongest force on any atom (eV/A)
1,640.62,8.855
2,490.34,2.308
3,291.36,3.024
4,324.28,2.877